DFT (the ωB97M-V functional and the def2-TZVPD basis) results for 3 unconnected molecules or ions with the total composition C6H20N3O2PSSi.

```
! RIJCOSX wB97M-V def2-TZVPD def2/J DEFGRID3
* xyz 0 1
N 0.770 -0.366 -1.459
Si -0.553 0.686 -1.746
P -2.598 -0.338 -1.547
S -3.869 0.722 -0.483
H 0.740 -1.245 -1.969
H 0.830 -0.634 -0.481
H -0.523 1.179 -3.137
H -0.582 1.765 -0.758
H -2.369 -1.651 -1.117
H -3.012 -0.616 -2.855
C 1.338 -4.181 -1.062
O 0.516 -3.348 -1.409
N 2.654 -4.109 -1.306
C 3.570 -5.139 -0.864
C 3.175 -2.973 -2.052
H 1.052 -5.087 -0.503
H 4.325 -4.734 -0.188
H 4.079 -5.606 -1.709
H 3.012 -5.907 -0.333
H 2.986 -2.032 -1.536
H 2.717 -2.913 -3.039
H 4.248 -3.104 -2.169
C -0.724 4.500 1.755
O -0.203 3.730 0.969
N -1.764 4.191 2.547
C -2.268 5.110 3.542
C -2.393 2.885 2.402
H -0.296 5.494 1.980
H -2.193 4.690 4.548
H -3.313 5.366 3.356
H -1.681 6.026 3.510
H -1.665 2.088 2.552
H -2.827 2.754 1.412
H -3.178 2.798 3.149
*
```

The highest occupied orbital energy comes out at -7.837 eV. The value obtained for the LUMO energy is 0.020 Eh. The calculation puts the total energy at -43113.9036 eV.